Formula: C3H5N2
Source: OMol25
Level of theory: the ωB97M-V functional and the def2-TZVPD basis

Each line ends with the Löwdin charge.
Cartesian coordinates (Å):
C  1.32  0.80  -0.45  0.06
C  -0.19  -0.45  0.70  -0.16
C  -0.63  -0.19  -0.67  0.04
N  0.25  0.48  -1.30  0.07
N  1.06  0.25  0.75  0.06
H  -0.69  0.24  1.33  0.14
H  -0.18  -1.56  0.91  0.18
H  -2.88  -0.48  -0.44  0.27
H  0.29  0.81  -2.32  0.22
H  1.66  0.13  1.48  0.12

Properties
charge	+1
F_max	5.4	eV/A
LUMO energy (spin up / spin down)	-7.56 / -5.91	eV
Kohn-Sham gap (spin up / spin down)	6.785 / 8.833	eV

Formula: C3H5N2O
Source: OMol25
Level of theory: the ωB97M-V functional and the def2-TZVPD basis

Each line ends with the Löwdin charge.
Cartesian coordinates (Å):
C  1.18  0.43  1.75  -0.35
C  -1.20  0.12  -0.43  -0.14
C  0.14  -0.71  -0.55  -0.36
N  1.04  0.87  2.80  -0.15
N  1.46  -0.05  -0.45  -0.19
O  1.58  1.11  -0.96  -0.18
H  -1.76  0.48  -1.35  0.05
H  -1.88  -0.50  0.34  0.09
H  -0.82  1.06  0.16  0.06
H  0.13  -1.55  0.18  0.08
H  0.13  -1.26  -1.49  0.08

Properties
charge	-1
F_max	3.6	eV/A
LUMO energy (spin up / spin down)	4.17 / 4.17	eV
Kohn-Sham gap (spin up / spin down)	8.150 / 8.149	eV

Formula: C3H5N2O
Source: OMol25
Level of theory: the ωB97M-V functional and the def2-TZVPD basis

Each line ends with the Löwdin charge.
Cartesian coordinates (Å):
C  -1.41  0.06  0.03  -0.09
C  0.12  -0.15  0.30  -0.35
C  0.62  -1.42  -0.05  -0.30
N  1.17  -2.45  -0.16  0.07
N  0.89  1.17  -0.51  -0.25
O  1.70  1.77  0.38  -0.45
H  -1.74  -0.08  0.98  0.00
H  -1.81  -0.63  -0.75  0.07
H  -1.43  1.13  -0.37  0.08
H  0.43  -0.01  1.40  0.14
H  1.46  0.62  -1.24  0.06

Properties
charge	-1
F_max	4.6	eV/A
LUMO energy (spin up / spin down)	4.29 / 4.29	eV
Kohn-Sham gap (spin up / spin down)	6.278 / 6.277	eV
SMILES	C[C@@H](C#N)N[O-]